Record 1
Molecular formula: C31H35As2F10N4O7S3Y
Method: DFT, ωB97M-V/def2-TZVPD

Geometry as XYZ:
```
93
Properties=species:S:1:pos:R:3:forces:R:3:lowdin_charge:R:1
Y -0.0883 -0.3662 0.3082 -1.23 -1.01 0.89 1.320
C -3.0469 -1.8177 -2.1362 0.01 0.03 -0.10 -0.087
C -3.1837 -2.2162 -0.6807 -0.07 -0.04 0.11 -0.252
N -2.7963 -1.1586 0.2851 0.22 0.06 -0.01 -0.182
C -3.8766 -0.1246 0.3193 -0.03 -0.15 -0.04 -0.228
C -3.4035 1.3055 0.4260 0.05 0.05 0.08 -0.067
C -2.7499 -1.8118 1.6159 0.00 -0.08 -0.13 -0.209
C -2.2851 -0.8989 2.7111 0.14 0.11 0.13 -0.224
N -0.9354 -0.4167 2.4163 -0.02 0.37 0.32 -0.099
C -0.2290 0.0391 3.5099 -0.28 -0.23 -0.40 -0.189
C 1.1421 0.2167 3.3652 0.22 0.03 -0.04 -0.157
F 1.6353 -0.0245 2.1050 -0.11 0.08 -0.27 -0.050
C 2.0039 0.6657 4.3269 -0.01 -0.01 -0.02 -0.215
F 3.3040 0.7977 4.0216 0.03 0.01 0.03 0.093
C 1.5315 0.9755 5.5866 0.06 0.01 0.03 0.067
C 0.1739 0.8280 5.7760 -0.15 -0.04 -0.04 -0.210
F -0.3630 1.1338 6.9666 0.05 0.03 0.04 0.091
C -0.6899 0.3877 4.7861 0.00 0.02 0.15 -0.135
F -2.0023 0.3619 5.0903 -0.05 0.00 0.01 0.082
H -3.6854 -2.4422 -2.7632 0.00 0.00 0.02 0.086
H -2.0212 -1.9618 -2.4719 0.02 0.01 0.02 0.015
H -3.3236 -0.7759 -2.3107 -0.01 -0.01 0.01 0.073
H -2.5663 -3.0905 -0.4821 0.00 -0.02 -0.01 0.092
H -4.2187 -2.5090 -0.4605 -0.03 0.00 0.00 0.126
H -4.5313 -0.3622 1.1634 -0.06 -0.02 -0.03 0.118
H -4.4855 -0.2432 -0.5776 0.04 0.07 -0.04 0.110
H -2.7351 1.4480 1.2774 0.01 0.02 -0.03 0.063
H -4.2632 1.9657 0.5588 0.01 -0.01 0.00 0.089
H -2.8918 1.6039 -0.4846 -0.02 -0.01 -0.01 0.043
H -2.0754 -2.6613 1.5514 0.02 -0.01 0.03 0.073
H -3.7449 -2.2070 1.8628 -0.01 -0.01 -0.03 0.136
H -2.2906 -1.4912 3.6286 0.01 -0.02 0.01 0.127
H -2.9926 -0.0771 2.8626 -0.03 -0.02 0.01 0.110
H 2.1816 1.3222 6.3752 -0.01 0.00 -0.01 0.134
C 3.8249 -1.5651 -1.6855 0.14 -0.11 0.08 -0.260
As 2.6707 -0.3627 -0.6900 0.40 0.49 -0.53 1.161
C 4.0449 0.2262 0.5384 0.04 0.00 0.04 -0.273
C 2.5757 1.0678 -2.0176 0.00 -0.01 0.02 -0.407
C 3.6035 1.9980 -2.1195 -0.04 0.04 -0.03 -0.102
C 3.5168 3.0509 -3.0175 -0.03 0.00 -0.02 -0.072
C 2.3924 3.1797 -3.8197 0.02 0.00 0.02 -0.073
C 1.3670 2.2482 -3.7336 0.04 0.00 0.02 -0.104
C 1.4499 1.1808 -2.8424 -0.11 -0.04 -0.04 -0.396
As -0.0334 -0.1052 -2.6803 0.53 0.06 -0.31 1.131
C 0.7763 -1.6508 -3.5678 -0.07 0.01 -0.06 -0.278
C -1.1347 0.3388 -4.1996 -0.12 0.07 -0.15 -0.281
H 4.6327 -0.9295 -2.0421 0.10 -0.08 -0.06 0.037
H 3.3344 -2.0397 -2.5234 -0.01 0.00 -0.07 0.005
H 4.2220 -2.3244 -1.0144 0.01 -0.02 -0.01 0.035
H 4.9884 0.2861 -0.0001 0.07 0.03 0.06 0.032
H 4.1189 -0.5277 1.3204 0.04 -0.01 0.01 0.040
H 3.7801 1.1787 0.9840 0.00 0.00 0.00 0.013
H 4.4697 1.9256 -1.4743 0.00 0.00 0.01 0.097
H 4.3175 3.7769 -3.0781 -0.01 0.00 0.00 0.106
H 2.3074 4.0099 -4.5097 0.00 -0.01 0.00 0.105
H 0.4881 2.3731 -4.3530 0.01 0.00 0.00 0.093
H 1.3177 -1.3098 -4.4485 0.03 -0.05 -0.03 0.044
H -0.0319 -2.3181 -3.8685 0.00 0.01 -0.02 0.035
H 1.4246 -2.2060 -2.9057 0.03 -0.01 0.04 -0.033
H -0.4806 0.4741 -5.0593 -0.06 0.00 -0.08 0.037
H -1.7275 1.2253 -4.0150 -0.02 0.05 -0.01 0.019
H -1.7854 -0.5138 -4.3824 -0.03 0.00 -0.03 0.026
F 2.8632 -4.4352 0.4749 -0.03 -0.04 -0.12 0.158
C 1.8353 -4.4940 -0.3581 -0.07 -0.02 -0.01 -0.657
F 2.2181 -4.0478 -1.5585 0.02 -0.07 0.09 0.122
F 1.4199 -5.7432 -0.4858 0.09 0.08 -0.01 0.160
S 0.4435 -3.4171 0.2859 -0.10 0.20 0.06 0.583
O -0.0508 -2.6692 -0.8787 -0.13 -0.26 0.48 -0.417
O 1.0543 -2.4941 1.2363 -0.05 -0.33 -0.18 -0.367
N -0.6396 -4.3646 0.8321 0.30 -0.04 0.29 -0.287
S -0.4288 -5.0325 2.3091 0.16 0.26 -0.15 0.630
O -0.9191 -4.1842 3.3511 0.05 -0.09 -0.18 -0.249
O 0.8459 -5.6776 2.4346 -0.23 0.17 -0.06 -0.255
C -1.6776 -6.3643 2.1346 -0.05 -0.11 -0.04 -0.689
F -1.6048 -7.1050 3.2384 -0.12 -0.03 -0.10 0.148
F -1.4323 -7.1272 1.0729 0.00 0.03 0.11 0.148
F -2.9025 -5.8518 2.0247 0.09 -0.05 0.01 0.144
O -1.5033 2.3385 -2.0602 -0.08 -0.13 -0.18 -0.007
C -0.8168 2.7360 -1.1402 0.18 -0.20 0.44 -0.531
N -0.2659 1.9265 -0.1598 0.33 0.93 -0.03 -0.184
S 0.6122 2.8478 0.8995 -0.04 0.02 0.17 0.628
O 2.0156 2.5612 0.7374 -0.01 -0.06 0.04 -0.302
O 0.0692 2.7533 2.2250 -0.01 -0.07 -0.04 -0.256
C 0.2382 4.3999 0.1948 0.03 0.21 0.00 -0.218
C 0.5953 5.6608 0.6310 0.01 0.02 -0.08 -0.018
C 0.1525 6.7308 -0.1352 -0.02 0.01 -0.02 -0.056
C -0.6178 6.5286 -1.2818 0.01 -0.01 0.02 -0.054
C -0.9714 5.2496 -1.6893 0.01 0.07 -0.04 0.009
C -0.5255 4.1869 -0.9254 -0.05 -0.10 -0.04 -0.130
H 1.1892 5.8096 1.5226 -0.01 -0.02 0.00 0.126
H 0.4045 7.7393 0.1661 -0.01 -0.01 -0.02 0.109
H -0.9494 7.3850 -1.8543 0.00 0.00 0.01 0.108
H -1.5784 5.0716 -2.5673 0.01 0.01 0.02 0.124
```
Positions in Å, forces in eV/Å.

Summary:
charge = 0
highest occupied orbital energy = -7.54 eV

Record 2
Molecular formula: C31H35BN
Method: DFT, ωB97M-V/def2-TZVPD

Geometry as XYZ:
```
68
Properties=species:S:1:pos:R:3:forces:R:3:lowdin_charge:R:1
C -6.7230 2.1875 5.7763 1.24 1.13 -0.49 -0.061
C -5.5295 2.2994 6.5127 0.00 -0.26 0.06 -0.075
C -4.4338 3.0497 6.0578 -0.08 0.09 -0.07 -0.024
C -4.4908 3.7451 4.8253 -1.32 -1.06 0.42 -0.196
C -3.3676 4.5635 4.3920 1.42 1.56 0.95 -0.129
C -2.7182 5.2640 5.3858 -0.90 -0.10 0.02 -0.038
C -1.3821 5.9251 5.5336 1.64 -1.46 -1.13 -0.117
C -0.5231 5.3069 6.6818 -0.65 0.25 -0.29 -0.187
C 0.8821 5.4608 6.6391 -0.58 0.25 0.04 -0.046
C 1.6212 5.1978 7.7894 -0.22 -0.84 -0.12 -0.075
C 1.0386 4.5872 8.9232 -0.18 0.70 -0.62 -0.068
C -0.3275 4.3257 8.8942 -0.36 -0.62 -0.58 -0.071
C -1.1278 4.6431 7.7686 0.68 0.44 0.34 -0.022
C -3.0282 4.6794 2.9649 0.22 -0.08 -1.00 -0.154
C -2.3429 5.8504 2.5380 -0.47 -0.38 -0.10 -0.038
C -2.0653 6.0928 1.1861 -0.53 -0.22 0.89 -0.071
C -2.3705 5.1046 0.2505 0.36 0.23 0.38 -0.082
C -2.9656 3.9217 0.6684 -1.03 -0.50 0.38 -0.063
C -3.4161 3.7140 1.9953 1.03 0.59 -0.09 -0.004
C -5.6703 3.6194 4.0536 -0.20 0.16 0.32 -0.038
C -6.7641 2.8947 4.5461 -0.36 -0.66 0.41 -0.069
H -7.5711 1.6118 6.1623 0.38 0.28 -0.32 0.110
H -5.4237 1.7587 7.4600 -0.09 0.24 -0.35 0.107
H -3.5043 3.0962 6.6721 -0.91 -0.17 -0.66 0.107
H -3.2707 5.2824 6.3311 0.28 -0.17 -0.29 0.109
H -0.7419 5.9346 4.6048 -0.69 -0.40 0.84 0.119
H 1.3812 5.7530 5.6813 -0.48 0.07 1.07 0.126
H 2.6804 5.3637 7.7369 0.36 -0.01 0.18 0.098
H 1.6366 4.3196 9.8023 -0.24 0.19 -0.47 0.113
H -0.7764 3.7637 9.7133 0.04 0.27 -0.13 0.108
H -2.2006 4.3667 7.7604 0.94 0.43 0.13 0.094
H -2.1093 6.5704 3.3351 -0.23 -0.26 -0.88 0.055
H -1.7181 7.0709 0.8650 0.27 -0.22 0.04 0.098
H -2.1075 5.2946 -0.7860 -0.19 -0.28 0.07 0.109
H -3.2009 3.1534 -0.0660 0.09 0.18 0.08 0.109
H -4.0043 2.8100 2.2735 0.75 0.84 -0.29 0.129
H -5.7466 4.1502 3.0843 -0.04 -0.41 0.78 0.123
H -7.6998 2.8278 3.9820 0.46 0.18 -0.02 0.106
C -3.9561 10.0415 4.5808 -0.43 0.27 -0.41 -0.045
C -2.8570 9.3742 3.8072 0.18 -0.38 0.57 -0.160
N -1.5051 9.5642 4.4821 0.07 -1.52 -0.58 -0.149
C -0.4362 8.9807 3.5631 -0.59 -0.13 0.67 -0.166
C 0.9159 9.3752 4.0390 0.83 -0.05 -0.48 -0.046
C -1.2857 11.0050 4.5350 -0.09 0.65 -0.37 -0.275
C -1.2812 11.7139 3.3352 0.16 1.30 -1.11 -0.018
C -1.1404 13.1205 3.3124 -0.13 -1.06 0.38 -0.037
C -1.0241 13.7755 4.5273 -0.07 0.26 0.72 -0.062
C -1.0400 13.0431 5.7187 0.09 -0.61 0.75 -0.031
C -1.1682 11.6417 5.7445 0.06 0.48 -0.54 0.002
B -1.3950 8.7685 5.8755 -1.35 2.04 0.41 -0.012
H -1.4339 7.0472 5.7199 -0.37 0.53 0.32 0.060
H -4.8509 9.8118 4.0140 -0.45 -0.09 0.22 0.096
H -4.0346 9.6592 5.5976 -0.13 -0.02 -0.17 0.078
H -3.8934 11.1235 4.6073 0.21 0.15 0.02 0.089
H -3.0696 8.3097 3.8141 0.18 -0.23 -0.22 0.115
H -2.7458 9.7192 2.7690 -0.21 -0.10 0.46 0.131
H -0.5201 7.9005 3.6698 -0.15 -0.07 -0.37 0.101
H -0.6969 9.2832 2.5499 0.26 -0.10 0.04 0.126
H 1.5969 8.9064 3.3470 0.57 -0.42 0.02 0.097
H 1.1672 10.4230 3.9777 -0.32 0.40 0.07 0.092
H 1.0849 9.0214 5.0496 0.26 -0.07 -0.02 0.077
H -1.3782 11.2916 2.3250 0.02 -0.29 0.76 0.125
H -1.1401 13.6786 2.3672 0.00 -0.41 0.46 0.123
H -0.9516 14.8671 4.5599 0.05 -0.45 0.05 0.119
H -0.9439 13.4931 6.7051 -0.03 0.39 -0.41 0.116
H -1.1872 11.0018 6.6283 0.05 0.77 0.12 0.113
H -0.4381 8.9295 6.5125 0.94 -0.60 -0.26 0.067
H -2.3721 8.8303 6.5650 -0.06 -0.63 -0.58 0.080
```
Positions in Å, forces in eV/Å.

Summary:
charge = +1
highest occupied orbital energy = -10.70 eV

F_max? In order: 0.03544, 0.04820 hartree/bohr.
Relative energy (zero: lowest compared OMol25 entry of this formula, charge and spin)? In order: 0.471, 1.671 eV.
DFT total energy? In order: -235410.9260, -34872.8866 eV.